No. 1
The following is a quantum chemistry calculation of a molecular structure, C34H46IrN6Te, from the Open Molecules 2025 dataset.

Calculated values
Kohn-Sham gap (alpha / beta): 5.931 / 5.930 eV
HOMO (alpha / beta): -9.11 / -9.11 eV
Charge: +1
Strongest force on any atom: 4.52 eV Å⁻¹
Calculated total energy: -2023.80800 a.u.

Last column: Löwdin charge in e.
Atoms and positions in Å:
Ir -0.564 1.103 0.472  0.85
Te -2.346 -0.890 0.210  1.00
N -1.070 2.000 -1.555  0.04
N 1.682 0.621 0.469  -0.05
N 0.178 1.325 -3.390  -0.14
N 8.014 -4.982 2.889  0.19
N 3.660 -0.276 0.821  -0.01
N -1.445 2.949 -3.673  -0.18
C -4.059 -3.141 1.964  -0.09
C -1.575 1.849 2.387  -0.39
C -2.091 2.404 -4.853  -0.05
C -0.773 3.723 1.304  -0.22
C 5.634 -1.634 0.380  0.01
C -1.609 -3.698 -0.900  -0.33
C -1.924 2.928 1.501  -0.27
C -2.560 1.050 3.180  -0.08
C 0.755 0.182 -2.731  -0.06
C 5.424 -2.712 2.935  0.00
C 6.523 -2.611 0.785  0.00
C 2.329 -0.383 1.017  -0.12
C 6.415 -3.159 2.061  -0.22
C -2.352 -3.028 0.073  -0.49
C -0.703 5.027 0.589  -0.01
C -3.598 -5.040 0.468  -0.02
C 4.533 -1.741 2.527  0.01
C -0.520 -2.983 -1.640  -0.11
C -3.310 -3.727 0.809  -0.33
C -0.179 1.973 2.682  -0.31
C -3.356 -7.073 -0.983  -0.05
C 0.550 1.223 3.753  -0.03
C 4.626 -1.211 1.243  -0.19
C -2.947 -5.693 -0.570  -0.26
C 1.615 3.809 2.226  -0.01
C -3.310 3.279 1.078  -0.02
C 2.633 1.415 -0.107  -0.13
C -0.792 2.075 -2.820  -0.42
C 0.296 3.152 2.033  -0.22
C 0.876 1.736 -4.588  -0.04
C -2.171 4.063 -3.104  -0.06
C -1.917 -5.015 -1.210  -0.01
C 7.312 -4.166 2.500  -0.18
C 3.863 0.866 0.100  -0.02
H 3.776 -1.392 3.213  0.12
H -1.614 5.223 0.031  0.07
H -2.109 0.142 3.573  0.07
H -3.432 0.779 2.584  0.04
H 2.365 2.319 -0.617  0.11
H -3.241 -7.772 -0.155  0.08
H -3.971 2.417 1.137  0.08
H -1.363 -5.515 -1.994  0.11
H 0.148 5.060 -0.091  0.09
H 2.303 3.176 2.778  0.08
H -2.762 -7.424 -1.823  0.07
H -1.737 1.399 -5.059  0.09
H -5.116 -3.049 1.722  0.09
H 0.652 -0.703 -3.364  0.10
H -4.407 -7.080 -1.274  0.09
H 0.102 -2.416 -0.945  0.05
H 0.401 1.713 4.717  0.10
H 7.293 -2.960 0.115  0.13
H -0.959 -2.283 -2.351  0.06
H -4.377 -5.554 1.014  0.13
H 1.816 0.346 -2.529  0.08
H -3.676 -2.160 2.235  -0.01
H 5.368 -3.138 3.924  0.13
H -3.173 2.357 -4.694  0.10
H 1.953 1.716 -4.393  0.09
H -3.167 3.777 -2.739  0.10
H 5.708 -1.218 -0.613  0.12
H 1.868 -1.215 1.515  0.15
H -2.910 1.649 4.024  0.10
H 0.111 -3.680 -2.186  0.08
H 0.663 1.065 -5.425  0.10
H -2.306 4.815 -3.881  0.10
H -0.574 5.832 1.314  0.10
H -1.892 2.548 -1.330  0.03
H 1.473 4.731 2.792  0.10
H 0.595 2.751 -4.859  0.09
H -3.970 -3.797 2.827  0.09
H 1.620 1.197 3.552  0.07
H -3.711 4.056 1.730  0.10
H -1.900 3.041 -5.716  0.10
H 4.841 1.193 -0.180  0.13
H 0.186 0.200 3.834  0.08
H 0.240 0.014 -1.785  0.01
H -1.590 4.501 -2.295  0.08
H -3.340 3.669 0.061  0.07
H 2.068 4.082 1.275  0.08

Force components x, y, z for each atom (eV/Å):
0.943 3.787 2.274
-0.504 0.833 -0.251
0.007 -0.421 0.981
-1.105 -0.377 -0.463
-0.030 0.110 0.006
0.306 -0.318 0.109
-0.543 0.196 -0.089
0.139 0.036 0.337
-0.042 0.156 0.166
-0.242 -0.404 0.016
-0.084 -0.088 -0.247
1.203 -0.388 0.079
-0.258 0.141 0.045
0.066 0.104 -0.082
-0.391 -1.661 -0.521
-0.004 0.078 -0.020
-0.166 -0.264 0.302
0.154 -0.127 -0.161
-0.017 0.006 0.177
-0.376 -0.260 0.085
-0.486 0.591 -0.176
0.725 -0.052 0.103
0.021 -0.182 -0.096
0.096 -0.119 -0.345
-0.038 0.081 -0.126
-0.002 -0.106 -0.046
0.032 0.232 0.161
-0.340 -1.254 -0.400
0.010 -0.022 0.066
-0.067 0.054 -0.104
0.562 -0.679 0.389
0.031 0.203 0.117
0.022 -0.144 -0.122
0.005 -0.032 0.034
0.336 0.104 -0.084
0.216 -0.145 -0.225
-0.542 0.240 -0.831
0.065 0.152 -0.261
0.063 0.040 0.054
-0.072 0.019 -0.009
0.203 -0.244 0.089
-0.142 0.464 -0.254
-0.089 0.072 0.006
-0.038 0.061 -0.070
-0.072 -0.043 -0.066
0.104 -0.098 0.034
0.013 0.151 -0.136
0.005 -0.089 0.000
-0.019 -0.025 -0.036
0.077 -0.038 -0.068
0.027 0.052 -0.070
0.111 -0.020 -0.001
0.005 -0.063 -0.022
0.042 0.000 -0.039
-0.134 0.079 0.047
0.040 0.001 0.028
-0.006 -0.052 -0.035
0.058 0.064 -0.064
0.041 -0.010 0.056
0.055 0.002 -0.045
0.024 0.117 -0.018
-0.085 -0.091 0.096
0.010 0.011 -0.013
-0.093 -0.057 0.067
-0.056 0.018 0.092
-0.003 -0.055 -0.017
-0.083 -0.027 -0.051
0.000 -0.001 0.049
-0.046 0.031 -0.125
-0.051 -0.152 0.106
0.009 0.051 0.071
0.055 -0.060 -0.045
0.046 0.035 -0.004
-0.016 0.022 0.036
0.004 0.092 0.024
-0.009 -0.257 -0.111
0.039 0.060 0.055
0.004 -0.065 -0.043
-0.056 -0.071 0.092
0.055 -0.050 0.016
-0.060 0.047 0.024
0.002 -0.020 -0.088
0.237 0.098 -0.043
0.000 -0.013 0.010
0.074 -0.207 -0.228
-0.048 0.087 0.012
-0.034 0.032 -0.101
0.108 0.041 -0.060


No. 2
The following is a quantum chemistry calculation of 2 unconnected molecules or ions with the total composition C34H46N2O5, from the Open Molecules 2025 dataset.

Calculated values
Kohn-Sham gap: 7.870 eV
HOMO: -7.49 eV
Strongest force on any atom: 2.60 eV Å⁻¹
Calculated total energy: -1808.80251 a.u.

Last column: Löwdin charge in e.
Atoms and positions in Å:
O -4.023 -0.222 4.310  0.08
O 3.858 -0.881 -1.044  0.04
O -0.275 0.454 -2.702  -0.05
O 3.958 -0.539 -3.241  0.03
O 1.605 1.639 -3.260  0.09
N -1.408 0.376 2.004  -0.02
N -2.633 1.459 3.556  -0.04
C -2.458 1.273 -3.416  -0.07
C 4.310 3.631 -0.060  -0.28
C -3.196 -1.196 1.416  -0.09
C 0.067 -2.548 -2.454  -0.21
C -1.139 1.644 -2.757  -0.19
C 6.035 -1.110 -4.318  -0.08
C 0.394 0.778 0.393  -0.09
C -6.333 -3.135 2.198  -0.08
C -5.916 -3.855 3.330  -0.09
C 1.743 -0.561 -2.146  -0.05
C -1.548 1.706 2.610  -0.47
C 3.267 -0.645 -2.096  -0.44
C 0.447 -3.755 -1.581  -0.27
C -3.123 0.182 3.578  -0.36
C 2.248 2.594 -0.770  -0.04
C -1.999 2.773 1.594  0.00
C -3.625 -3.189 2.919  -0.04
C -2.346 -0.611 2.534  -0.18
C 5.148 4.869 -0.029  -0.06
C 3.077 3.702 -0.697  -0.04
C -0.573 -4.896 -1.693  -0.12
C 1.597 0.279 -0.252  -0.06
C -0.279 2.172 3.339  0.01
C -3.170 2.467 4.441  -0.02
C 1.077 0.655 -2.760  -0.47
C -5.403 -2.361 1.494  -0.04
C 5.379 -0.772 -3.005  -0.21
C 3.849 1.315 0.515  -0.02
C 2.645 1.363 -0.208  -0.21
C -4.084 -2.286 1.943  -0.23
C 4.708 2.412 0.531  -0.03
C -4.557 -3.920 3.662  -0.08
C 1.294 -1.800 -2.978  -0.12
C -0.490 -0.012 1.085  -0.05
H -5.713 -1.756 0.637  0.11
H 5.481 5.178 -1.029  0.08
H -2.296 0.852 -4.429  0.09
H -1.265 2.000 -1.714  0.11
H -6.653 -4.371 3.953  0.10
H -0.581 2.409 -3.312  0.12
H -4.217 -4.507 4.523  0.11
H -1.491 2.641 0.630  0.06
H -0.532 -2.873 -3.325  0.12
H 0.510 2.397 2.611  0.08
H 7.102 -1.282 -4.125  0.08
H -2.559 -3.268 3.154  0.11
H -3.325 3.401 3.889  0.09
H -0.584 -1.867 -1.890  0.10
H -3.794 -0.396 0.947  0.14
H 5.924 -0.306 -5.057  0.08
H -1.589 -4.550 -1.456  0.07
H -0.306 -5.684 -0.981  0.07
H 0.054 1.372 4.013  0.10
H 4.508 5.691 0.317  0.08
H 4.116 0.406 1.079  0.13
H -0.503 3.067 3.938  0.09
H 6.012 4.761 0.627  0.07
H 0.524 -3.408 -0.537  0.10
H 2.742 4.635 -1.171  0.12
H 5.686 2.330 0.995  0.11
H 1.096 -1.494 -4.036  0.14
H 0.221 1.866 0.398  0.08
H -2.543 -1.580 0.621  0.12
H 5.500 -1.608 -2.291  0.13
H 1.269 2.699 -1.243  0.11
H -3.054 0.549 -2.829  0.08
H -2.501 2.658 5.293  0.10
H 1.873 -0.741 0.086  0.13
H 1.451 -4.123 -1.866  0.11
H -1.746 -1.385 3.047  0.15
H -0.566 -5.305 -2.713  0.07
H -4.134 2.135 4.840  0.10
H -1.760 3.771 1.994  0.09
H -7.382 -3.141 1.895  0.10
H 5.606 -2.035 -4.723  0.08
H -0.488 -1.095 0.931  0.13
H 5.801 0.146 -2.546  0.14
H -3.068 2.185 -3.495  0.08
H 2.134 -2.521 -3.070  0.12
H -3.087 2.698 1.437  0.10

Force components x, y, z for each atom (eV/Å):
1.004 0.367 -0.892
-0.896 -0.355 -1.325
-0.255 0.875 0.242
0.043 -0.248 0.453
-0.816 -1.104 0.672
-0.392 0.260 0.093
-0.346 -0.751 0.295
-0.149 -0.056 -0.055
0.180 -0.647 -0.142
-0.082 -0.326 -0.271
-0.171 -0.272 -0.202
0.774 -0.412 -0.012
0.029 -0.009 -0.166
-1.901 -0.142 0.226
0.353 -0.158 0.227
-0.026 0.083 -0.210
0.507 2.445 -0.612
-0.176 0.284 -0.225
0.583 0.268 1.243
-0.166 0.128 0.032
-0.558 0.081 0.553
0.426 -0.088 0.343
-0.123 0.144 -0.013
-0.594 0.226 0.155
0.841 0.279 -0.030
-0.025 0.393 -0.013
-0.374 -0.076 -0.184
0.293 0.139 0.265
0.731 -2.488 -0.131
-0.081 -0.315 0.025
0.094 0.358 0.156
1.024 -0.041 -0.909
-0.247 -0.098 0.633
0.216 0.130 0.017
-0.101 -0.395 -0.109
-0.545 0.650 0.071
-0.152 -0.557 -0.128
-0.675 0.548 -0.309
0.016 0.032 -0.279
-0.427 -0.475 0.187
0.977 0.588 -0.629
0.021 -0.092 0.377
0.065 -0.262 0.157
-0.055 0.294 0.566
-0.053 -0.271 -0.514
0.273 0.125 -0.298
-0.342 -0.154 0.041
-0.201 0.153 -0.446
-0.216 0.143 0.354
0.223 -0.085 0.346
-0.128 -0.016 0.298
-0.205 0.058 -0.166
-0.461 0.146 0.051
0.046 -0.099 0.126
0.149 -0.109 -0.177
0.152 -0.238 0.255
0.046 -0.214 0.173
0.209 -0.071 -0.087
-0.184 -0.046 -0.211
0.053 0.213 -0.147
0.325 -0.036 0.155
-0.108 0.476 -0.609
0.118 -0.236 -0.281
-0.033 0.125 -0.047
0.068 -0.250 -0.216
0.239 -0.314 0.303
-0.141 0.076 0.155
0.226 0.204 0.863
0.387 -0.783 0.158
0.043 0.085 0.161
-0.112 0.521 -0.354
0.495 -0.045 0.151
0.471 0.240 -0.186
-0.142 -0.008 -0.226
0.157 1.226 0.353
-0.436 0.085 0.116
-0.486 0.113 -0.144
-0.078 0.042 0.275
0.272 -0.105 -0.216
-0.156 -0.252 -0.293
0.335 -0.024 0.113
0.118 0.238 0.001
0.313 0.201 0.147
-0.250 -0.537 -0.201
0.160 -0.242 -0.111
-0.387 0.440 0.232
0.397 0.019 -0.041


No. 3
The following is a quantum chemistry calculation of a molecular structure, C34H47BInN8O2S2Se, from the Open Molecules 2025 dataset.

Calculated values
Kohn-Sham gap: 6.997 eV
HOMO: -15.14 eV
Charge: +3
Strongest force on any atom: 0.27 eV Å⁻¹
Calculated total energy: -5324.33896 a.u.

Last column: Löwdin charge in e.
Atoms and positions in Å:
In -1.116 -1.355 0.642  0.90
Se 0.843 -3.612 5.830  1.18
S 0.187 -0.426 2.848  1.00
S -3.254 -2.830 -3.404  1.18
O -1.136 0.901 -1.766  0.11
O -0.589 1.684 0.314  0.10
N 0.333 -2.982 1.307  0.00
N 1.136 -4.717 4.463  -0.23
N 0.074 -2.154 4.964  -0.35
N -2.296 -3.017 1.793  -0.06
N 2.995 0.633 -1.206  -0.14
N -1.889 -2.762 -1.223  -0.04
N 4.986 1.819 -2.206  -0.09
N -2.865 -0.352 2.138  -0.12
C -0.146 6.459 -1.244  -0.56
C -2.356 -2.031 -2.204  -0.44
C 0.069 -3.300 2.715  -0.38
C -0.420 4.965 -1.407  -0.15
C -0.371 4.083 -0.324  0.07
C 3.175 0.210 -2.597  -0.13
C -0.945 2.283 -1.830  -0.20
C 0.875 -4.491 3.235  -0.35
C -1.389 7.251 -1.679  -0.03
C -1.147 0.345 3.791  -0.38
C 0.506 -2.074 3.605  -0.58
C -3.467 -5.595 -2.923  -0.04
C -4.019 -1.228 1.879  -0.17
C 1.046 6.849 -2.131  -0.04
C 3.910 2.828 -1.921  -0.05
C 4.483 0.795 -3.185  -0.05
C 1.428 -5.419 2.258  0.05
C -1.895 -5.201 -0.616  -0.04
C 2.778 2.083 -1.178  -0.12
C -2.527 -0.245 3.563  -0.23
C -3.670 -2.669 2.244  -0.14
C 0.184 6.828 0.202  -0.06
C -2.243 -4.106 -1.419  -0.30
C -3.012 -4.326 -2.567  -0.44
C 1.485 -5.090 0.960  -0.02
C -0.736 4.460 -2.680  0.00
C 5.407 1.146 -0.930  -0.05
C 4.198 0.313 -0.437  -0.13
C -2.348 -6.456 -0.964  -0.04
C -1.441 -3.672 2.818  -0.07
C 0.954 -3.813 0.546  -0.09
C -3.134 -6.653 -2.106  -0.04
C -1.010 3.120 -2.922  0.04
C -0.634 2.756 -0.578  -0.20
B -0.898 0.576 -0.450  -0.60
H 2.312 0.546 -3.172  0.13
H -1.102 1.384 3.456  0.09
H -3.058 0.577 1.771  0.14
H 1.079 6.314 0.562  0.09
H -4.062 -5.744 -3.814  0.13
H 2.721 2.405 -0.139  0.14
H -0.645 6.608 0.877  0.09
H 1.941 -5.731 0.220  0.12
H 6.282 0.537 -1.149  0.14
H -2.193 -0.963 -2.265  0.06
H -3.744 -2.828 3.318  0.12
H -0.933 -2.167 5.072  0.04
H -0.881 0.334 4.848  0.10
H -1.538 -4.757 2.731  0.15
H 0.849 6.665 -3.187  0.08
H 1.263 7.912 -2.016  0.10
H -4.912 -0.927 2.432  0.14
H -1.249 -5.091 0.244  0.08
H -1.809 -3.421 3.811  0.12
H -0.785 5.146 -3.515  0.12
H -2.254 6.985 -1.069  0.10
H 3.207 -0.877 -2.646  0.13
H -0.134 4.417 0.676  0.12
H 5.693 1.932 -0.233  0.14
H -2.401 -3.682 1.033  0.07
H 4.405 -0.752 -0.540  0.13
H 5.791 2.296 -2.610  0.20
H 4.015 0.519 0.617  0.13
H -4.396 -3.339 1.785  0.14
H 5.268 0.049 -3.297  0.14
H -3.265 0.358 4.102  0.15
H 0.377 7.899 0.265  0.10
H -1.206 8.319 -1.560  0.10
H -3.474 -7.649 -2.355  0.13
H 1.055 -3.524 -0.498  0.14
H -2.082 -7.308 -0.353  0.12
H 1.599 -2.104 3.611  0.11
H 4.353 3.630 -1.334  0.14
H 1.850 -6.339 2.644  0.14
H 1.829 2.317 -1.650  0.11
H -1.642 7.073 -2.724  0.08
H 4.335 1.293 -4.141  0.14
H 1.944 6.291 -1.844  0.08
H 3.589 3.233 -2.880  0.14
H -1.263 2.759 -3.910  0.13
H -4.256 -1.158 0.815  0.13
H -2.573 -1.244 3.995  0.10

Force components x, y, z for each atom (eV/Å):
-0.124 -0.127 0.205
-0.016 0.050 0.084
0.043 -0.005 -0.046
0.022 0.009 -0.004
0.102 -0.009 0.064
-0.119 -0.057 -0.011
-0.015 -0.048 -0.114
0.037 -0.076 -0.055
0.015 0.010 0.008
0.054 -0.009 0.019
0.128 0.160 -0.114
-0.034 0.004 0.005
0.004 -0.004 -0.001
-0.037 -0.026 -0.051
-0.005 -0.001 -0.005
-0.049 -0.053 -0.003
-0.041 -0.015 0.047
-0.020 -0.016 -0.013
0.056 0.064 0.007
0.016 0.001 0.019
-0.016 -0.031 -0.039
-0.010 0.016 0.012
0.012 0.000 0.001
-0.007 0.010 -0.013
-0.038 0.003 0.005
-0.003 -0.001 0.000
0.023 0.045 -0.006
0.021 -0.006 0.010
0.005 -0.004 -0.001
-0.011 -0.011 0.009
0.004 -0.022 0.059
-0.017 0.018 -0.031
0.024 -0.023 0.064
0.010 0.017 0.002
-0.003 0.004 0.018
0.012 0.001 -0.004
0.032 0.009 0.000
0.007 0.043 0.019
-0.008 0.026 -0.071
-0.022 -0.020 0.010
-0.017 -0.011 0.001
0.002 0.000 -0.013
0.011 0.002 0.009
0.018 0.041 -0.035
-0.005 0.027 0.004
-0.012 -0.003 -0.014
0.023 0.039 -0.032
0.102 -0.031 0.020
-0.004 0.012 -0.027
0.007 -0.002 0.002
-0.008 0.004 0.011
0.003 0.002 0.000
-0.010 0.008 -0.003
0.003 -0.001 0.002
-0.003 0.002 0.002
0.001 -0.002 0.000
-0.002 0.013 -0.007
0.004 0.000 -0.004
-0.001 -0.009 -0.008
-0.009 -0.001 0.005
-0.002 -0.006 -0.008
-0.001 -0.002 0.001
0.005 -0.002 -0.009
0.002 -0.004 0.007
0.000 0.000 -0.003
0.001 0.009 0.005
0.026 -0.009 0.025
-0.011 -0.004 0.004
-0.002 -0.004 0.006
0.001 0.002 -0.002
0.001 -0.006 0.003
-0.007 -0.003 -0.014
-0.003 0.007 -0.002
-0.011 -0.010 -0.001
-0.003 0.002 -0.004
0.007 -0.004 -0.003
0.002 -0.003 -0.007
0.002 -0.009 0.001
0.005 0.000 -0.001
-0.008 -0.001 0.003
-0.001 -0.001 0.003
-0.002 -0.002 -0.001
0.001 0.004 -0.001
0.014 -0.004 -0.010
0.000 0.005 -0.002
0.010 -0.016 0.016
0.005 -0.008 0.002
-0.007 0.007 0.008
-0.140 0.019 -0.025
0.000 -0.001 0.005
-0.001 0.009 0.002
-0.021 0.016 -0.005
0.007 -0.001 0.001
-0.002 0.005 0.008
-0.004 0.007 -0.001
-0.002 -0.003 0.005


Energy above the lowest of the compared OMol25 structures with the same formula, charge and spin per entry: 52.0; 16.7; 24.5 kcal/mol